Computed, not measured: 7 unconnected molecules or ions with the total composition C53H93FNO14Si, with ωB97M-V with the def2-TZVPD basis set.

```
163
Properties=species:S:1:pos:R:3:forces:R:3
C 4.65792 1.05485 -0.54011 0.20 -0.60 0.55
C 3.01567 0.93523 -0.49004 0.08 1.36 -0.54
C 2.37095 -0.10150 -1.58415 -0.76 0.20 0.41
C 2.60684 -1.69131 -1.26106 -0.10 -0.71 -0.47
C 4.16273 -2.20138 -1.38362 -0.73 -0.71 1.03
C 2.04385 -2.19802 0.19289 -2.10 -1.81 2.74
N 2.67577 -1.73352 1.48755 -2.72 -2.21 0.62
C 2.23883 -2.13720 2.88907 -1.94 -1.75 -1.24
C 3.01666 -1.49018 4.19615 -1.07 0.81 -0.22
C 1.90635 -1.19062 5.40378 -0.42 -0.32 -0.31
F 0.67291 -0.50059 4.88411 2.90 -1.56 0.86
C 1.01322 -3.19976 3.12854 1.32 1.26 -3.88
C 0.24826 -3.80417 1.80736 3.13 3.20 0.54
C -0.95369 -4.89287 2.06459 0.16 -6.64 0.29
O -0.63083 -6.21464 2.08057 -1.97 9.15 -0.35
O -2.38127 -4.56881 2.29078 4.59 0.81 0.19
C 0.77994 -3.28442 0.33252 0.59 -0.05 2.41
C 0.00653 -3.91574 -1.00932 1.76 1.89 -0.11
C -0.78319 -2.64430 -1.70528 -0.84 0.85 0.47
C -2.39996 -2.89469 -1.84009 -0.20 0.42 -0.52
C -3.27847 -2.26535 -0.58696 -0.34 -0.13 -0.29
C -3.25410 -0.62508 -0.50784 -0.91 0.10 -0.70
C -4.28466 0.00684 0.62804 0.03 -0.54 0.11
C -3.72809 -0.16864 2.17671 -0.79 -1.06 0.00
C -4.35103 0.91100 3.24277 0.48 -1.33 0.37
Si -3.70878 2.71627 3.04518 -0.59 1.09 0.73
C -2.69873 3.21045 4.64705 0.41 0.08 0.57
C -5.24171 3.92394 3.00914 0.33 0.73 -0.20
C -2.65973 3.03863 1.45973 2.98 1.10 -4.49
C -3.02022 4.34928 0.48850 2.97 -1.55 -1.51
C -2.15992 4.72968 -0.88090 1.71 -3.51 1.82
C -0.87143 3.78891 -1.33618 -2.85 -1.37 4.57
C -0.53709 2.50601 -0.34431 -2.49 2.02 0.62
C -1.38675 2.10752 1.00677 -0.52 3.72 -2.82
H 5.04407 1.97770 0.08626 -0.95 -1.83 -1.36
H 5.13358 0.09341 -0.01868 -0.83 2.04 -1.23
H 5.09356 1.12454 -1.64517 -1.35 -0.17 2.68
H 2.60566 2.01890 -0.77777 0.79 -2.39 0.65
H 2.63331 0.76126 0.62573 0.76 0.22 -2.49
H 1.19012 0.06732 -1.62860 2.54 -0.35 0.17
H 2.75638 0.14915 -2.68574 -0.59 -0.71 2.49
H 1.99868 -2.29181 -2.09458 1.12 1.30 2.10
H 4.10796 -3.38138 -1.55618 0.39 2.67 0.21
H 4.65131 -2.04576 -0.31294 -0.57 -0.24 -2.58
H 4.72437 -1.64106 -2.24484 -1.07 -1.17 1.82
H 3.50185 -1.06379 1.44253 -1.53 -1.11 -0.03
H 3.52113 -0.44772 3.95666 -0.90 -2.26 0.18
H 3.81821 -2.23995 4.60301 -1.56 1.40 -0.81
H 2.35594 -0.47907 6.23782 -0.95 -1.65 -1.92
H 1.55041 -2.23604 5.83092 0.63 2.45 -0.66
H 0.73008 -3.51284 4.24184 0.68 0.80 -2.86
H -2.44918 -3.67937 2.76049 0.20 -1.23 -1.03
H -0.67817 -4.82996 -0.75453 1.47 1.86 -0.33
H 0.89052 -4.19273 -1.75930 -2.03 0.09 1.75
H -0.65342 -1.69308 -0.99823 -0.22 -2.00 -1.54
H -0.33951 -2.32049 -2.75040 -0.75 -1.00 2.12
H -2.77038 -2.35147 -2.82688 0.77 -1.09 2.05
H -2.61209 -4.05174 -2.00728 0.39 2.42 0.53
H -2.92429 -2.74003 0.42499 -0.69 0.81 -1.85
H -4.40681 -2.58526 -0.78736 2.39 0.60 0.61
H -2.17349 -0.19652 -0.36173 -2.06 -0.78 -0.22
H -3.66306 -0.23564 -1.55594 1.10 -0.74 2.18
H -4.52382 1.12609 0.34580 0.71 -2.21 0.69
H -5.31888 -0.58230 0.59361 2.17 1.27 -0.09
H -4.11547 -1.24182 2.52781 0.89 2.10 -0.71
H -2.54558 -0.23927 2.23472 -2.41 0.45 -0.19
H -5.52286 0.94400 3.21578 2.19 -0.30 -0.06
H -4.00405 0.54786 4.32555 -0.92 0.77 -2.18
H -1.79175 2.47806 4.78604 -1.57 1.53 -0.12
H -3.38773 3.14200 5.60727 1.39 0.11 -1.96
H -2.32524 4.32173 4.54068 -0.59 -2.24 0.28
H -4.87154 4.98998 3.39293 -0.96 -2.25 -0.65
H -5.56980 4.06649 1.89251 0.14 -0.39 2.33
H -6.09683 3.48253 3.69295 1.66 1.16 -1.59
H -3.90377 5.09887 0.75164 2.10 -1.97 -0.50
H -2.39790 5.64504 -1.58194 0.27 -2.00 1.81
H -0.21743 3.95657 -2.29214 -1.56 -0.26 2.07
H 0.37739 1.83673 -0.63739 -1.99 1.38 0.66
H -1.00313 1.17380 1.61759 -1.01 2.20 -1.29
O -3.13960 1.81942 -3.05684 0.67 0.83 -2.01
C -3.02568 2.32667 -4.17232 -0.35 -0.47 1.64
O -1.81990 2.74027 -4.61593 0.21 -0.62 0.53
C -1.54836 3.16449 -5.96393 -0.19 0.52 -0.20
C -1.87946 4.63249 -6.14586 -0.69 -0.06 -0.04
C -4.23865 2.58050 -5.01969 -0.28 -0.49 -0.44
H -2.05759 2.52333 -6.68919 -0.06 0.06 0.14
H -0.47466 3.01760 -6.12411 -0.19 -0.13 0.27
H -2.94244 4.82859 -5.98259 0.00 -0.15 0.06
H -1.61736 4.96462 -7.15415 -0.28 -0.22 0.61
H -1.33086 5.24131 -5.41999 0.01 -0.10 -0.17
H -4.69351 3.52864 -4.72195 0.07 -0.11 -0.05
H -4.95431 1.76900 -4.85347 0.11 0.28 0.21
H -4.03322 2.58884 -6.08851 0.04 0.25 0.04
O -8.10434 3.52350 2.10253 -1.68 -1.49 1.17
C -9.02474 2.98634 2.71807 1.13 0.99 -1.18
O -8.94714 1.68452 3.06595 0.64 0.05 0.05
C -9.87199 1.01853 3.94453 -0.26 -0.09 -0.06
C -11.08165 0.52012 3.17898 -0.12 0.07 -0.20
C -10.28827 3.74293 3.00930 -0.08 0.42 0.59
H -10.14108 1.65691 4.79098 0.00 0.04 -0.17
H -9.33622 0.16033 4.36466 0.15 0.28 -0.21
H -11.64170 1.34469 2.73013 0.01 -0.06 0.14
H -11.75346 -0.03541 3.83905 0.08 0.05 -0.06
H -10.77190 -0.13492 2.35832 0.01 0.03 0.20
H -10.94667 3.69247 2.13839 0.07 -0.01 0.11
H -10.02953 4.78825 3.20599 0.00 -0.21 -0.30
H -10.81693 3.39042 3.89299 -0.12 -0.14 -0.15
O 5.10464 1.27616 5.01869 0.89 -0.47 1.72
C 5.51291 1.24342 6.17921 -0.49 -0.14 -1.19
O 6.63001 0.55360 6.49230 -0.15 0.26 -0.76
C 7.29230 0.60954 7.76863 0.03 -0.12 0.38
C 6.67167 -0.37157 8.74331 -0.23 -0.09 0.01
C 4.72479 1.89035 7.28108 0.08 0.74 0.12
H 7.31622 1.63219 8.15595 -0.14 -0.10 -0.09
H 8.33461 0.32422 7.58905 -0.29 0.08 -0.27
H 5.62392 -0.13216 8.94310 0.12 0.07 0.07
H 7.21448 -0.36743 9.69252 -0.05 0.00 -0.13
H 6.69080 -1.38523 8.33026 0.13 0.15 0.05
H 3.94651 1.20145 7.61904 0.10 0.08 0.02
H 4.25687 2.79795 6.88658 -0.06 -0.35 -0.05
H 5.33175 2.20602 8.12761 -0.07 -0.24 0.08
O 1.69219 -12.65919 2.77325 -1.19 2.09 -0.72
C 1.08707 -11.73068 2.23821 0.79 -1.71 0.78
O 0.67803 -10.67062 2.96673 0.46 -0.04 0.32
C 0.13948 -9.45765 2.41046 -0.26 0.00 -0.04
C -1.35023 -9.59069 2.16384 -0.18 -0.14 -0.10
C 0.71074 -11.80447 0.78677 0.43 0.19 -0.56
H 0.69076 -9.15563 1.51531 -0.06 -0.14 0.03
H 0.30984 -8.67317 3.15587 0.12 -0.34 -0.02
H -1.56887 -10.37373 1.43304 0.06 0.11 0.00
H -1.76565 -8.64850 1.79596 0.08 -0.08 0.08
H -1.86784 -9.86767 3.08789 0.13 0.12 -0.08
H -0.22129 -12.36612 0.68486 0.11 0.08 0.01
H 1.50755 -12.32669 0.24760 -0.26 -0.11 0.25
H 0.60971 -10.83139 0.30972 -0.24 0.00 0.06
O -0.02488 5.58310 -7.88194 3.01 0.32 -0.38
C 1.17400 5.54614 -7.60650 -1.34 -0.10 -0.66
O 2.10312 5.71112 -8.57155 -0.74 0.32 0.01
C 3.51172 5.87618 -8.32791 0.32 -0.27 0.03
C 4.19876 4.53148 -8.19544 -0.07 -0.09 0.07
C 1.62405 5.22311 -6.21120 0.07 0.51 0.56
H 3.68936 6.52811 -7.46777 -0.13 -0.11 0.00
H 3.91718 6.40047 -9.20014 -0.39 -0.05 0.09
H 3.81534 3.96593 -7.34211 0.15 0.09 -0.01
H 5.27714 4.66049 -8.06848 -0.16 -0.08 -0.01
H 4.01884 3.92048 -9.08583 0.08 0.17 0.07
H 1.64160 4.13810 -6.08096 0.06 0.12 -0.02
H 0.90951 5.65969 -5.50609 0.01 -0.26 -0.22
H 2.59576 5.64162 -5.95570 0.08 -0.23 -0.10
O 6.58843 2.44155 -7.25050 -0.06 -1.79 1.85
C 6.79131 1.54203 -6.43547 0.15 1.60 -1.41
O 5.84736 1.21569 -5.52758 -0.57 0.05 -0.17
C 5.90761 0.06456 -4.66616 0.24 0.11 0.07
C 6.70287 0.36874 -3.41204 0.28 0.15 -0.08
C 8.12588 0.85716 -6.37535 0.15 -0.55 -0.40
H 6.28404 -0.81068 -5.20342 0.06 0.15 0.02
H 4.87403 -0.16714 -4.38672 0.04 0.24 -0.26
H 7.74135 0.61867 -3.64469 -0.09 -0.14 0.01
H 6.69711 -0.48941 -2.73440 0.02 0.08 -0.03
H 6.27923 1.23306 -2.89053 0.18 -0.18 -0.29
H 8.80978 1.45460 -5.76718 -0.08 -0.07 -0.07
H 8.52219 0.77905 -7.39278 -0.05 0.28 0.24
H 8.08029 -0.15946 -5.98928 0.05 0.09 0.21
```
Positions in Å, forces in eV/Å.

Calculated values
Energy, hartree: -3571.72091
Multiplicity: 1
Total charge: +1
Gap between HOMO and LUMO, eV: 5.183
E_LUMO, eV: -4.523

Atomic partial charges in e from the Löwdin method, atoms 1 to 6: atom 1 (C): -0.119, atom 2 (C): -0.248, atom 3 (C): -0.163, atom 4 (C): -0.283, atom 5 (C): -0.072, atom 6 (C): 0.015